i | 10
Properties=species:S:1:pos:R:3:lowdin_charge:R:1 method="wB97M-V/def2-TZVPD" orbital_gap_ev=11.524 homo_ev=-10.5 smiles=N#CC1CC1 e_lumo_ev=0.996 multiplicity=1
N -2.248 -0.009 -0.295 0.126
C 0.230 -0.048 0.620 -0.242
C 1.429 -0.695 -0.290 -0.045
C 1.167 0.798 -0.186 -0.143
C -1.206 -0.073 0.200 -0.198
H 1.859 1.418 0.224 0.066
H 0.728 1.191 -1.124 0.124
H 0.970 -1.241 -1.144 0.111
H 0.292 -0.034 1.691 0.113
H 2.158 -1.164 0.354 0.087

***

ii | 10
Properties=species:S:1:pos:R:3:lowdin_charge:R:1 method="wB97M-V/def2-TZVPD" orbital_gap_ev=11.705 homo_ev=-10.7 smiles=N#CC1CC1 e_lumo_ev=0.963 multiplicity=1
N -1.010 0.018 2.567 0.142
C -0.154 0.593 0.200 -0.328
C -0.407 -0.318 -0.913 -0.112
C -0.706 0.363 1.484 -0.195
C 0.929 -0.296 -0.279 -0.105
H 1.795 0.202 -0.675 0.101
H -0.498 0.164 -1.841 0.094
H 1.203 -1.233 0.265 0.132
H -0.135 1.670 -0.097 0.161
H -1.018 -1.164 -0.710 0.111

***

Which one is most stable, and which one is least stable? ii is the most stable of them, while i is the least stable.

***

i | 14
Properties=species:S:1:pos:R:3:lowdin_charge:R:1 method="wB97M-V/def2-TZVPD" orbital_gap_ev=7.962 homo_ev=-14.0 e_lumo_ev=-6.027 multiplicity=1 charge=+1
N 0.767 0.368 0.714 0.055
N 0.913 1.669 -0.075 0.046
C -1.666 -1.861 0.545 0.096
C 1.904 0.628 1.294 -0.022
C -1.300 -0.959 -0.285 0.077
C 1.940 2.009 0.581 -0.050
C -0.984 -0.208 -1.563 -0.028
H -1.212 -2.226 1.501 0.132
H -0.347 0.699 -1.356 0.064
H 2.415 2.979 0.567 0.113
H -1.857 0.253 -2.086 0.128
H -0.438 -0.974 -2.165 0.116
H -2.644 -2.421 0.329 0.160
H 2.508 0.046 1.998 0.112

***

ii | 14
Properties=species:S:1:pos:R:3:lowdin_charge:R:1 method="wB97M-V/def2-TZVPD" orbital_gap_ev="7.160 / 7.148" homo_ev="-14.8 / -14.8" e_lumo_ev="-7.674 / -7.688" multiplicity=1 charge=+1
N 0.594 -0.381 0.047 0.040
N -1.000 1.117 0.276 0.080
C -0.565 0.015 -0.393 0.048
C -0.985 -2.765 -2.682 0.026
C 0.029 1.564 1.217 -0.095
C 1.108 0.468 1.119 -0.087
C -0.645 -1.824 -2.040 0.094
H -0.404 1.637 2.214 0.134
H 1.110 -1.177 -0.293 0.143
H -1.110 -3.586 -3.346 0.046
H 0.407 2.546 0.919 0.136
H 1.210 -0.111 2.038 0.135
H -1.838 1.635 0.078 0.162
H 2.090 0.862 0.844 0.137

***

Which one is most stable, and which one is least stable? ii is the most stable of them, while i is the least stable.